(1)
The following is a quantum chemistry calculation of C34H68O38S5 as an isolated structure, from OMol25.

The molecular weight is 1245.21 g/mol. The total energy comes out at -6186.23755 Ha. The spin multiplicity is 1.

Last column: Mulliken charge in e.
Geometry (Å):
C  -6.22  1.76  -3.26  -1.288
C  -5.91  2.10  -4.71  0.302
O  -5.65  0.90  -5.37  -0.257
C  -5.01  0.98  -6.58  0.770
O  -4.30  1.92  -6.90  -0.640
O  -5.22  -0.18  -7.21  -0.322
C  -4.83  -0.23  -8.61  -0.708
H  -7.17  1.27  -3.22  0.458
H  -6.36  2.68  -2.76  0.483
H  -5.43  1.20  -2.71  0.069
H  -5.05  2.78  -4.75  -0.155
H  -6.69  2.68  -5.20  0.361
H  -4.90  -1.30  -8.82  0.229
H  -3.89  0.29  -8.86  0.291
H  -5.63  0.33  -9.00  0.358
C  8.15  -2.58  3.58  -1.537
C  6.71  -2.67  3.37  -0.019
O  6.39  -1.49  2.60  -0.262
C  5.30  -0.91  3.03  0.928
O  4.48  -1.32  3.78  -0.614
O  5.18  0.32  2.45  -0.425
C  3.90  0.97  2.48  -0.581
H  8.42  -3.52  4.14  0.375
H  8.48  -1.75  4.21  0.387
H  8.74  -2.48  2.66  0.326
H  6.26  -2.57  4.35  0.408
H  6.34  -3.60  2.92  0.238
H  4.01  1.95  2.14  0.399
H  3.50  1.02  3.56  0.293
H  3.15  0.53  1.77  0.093
C  0.58  4.88  -0.02  -1.515
C  1.46  3.91  0.63  0.492
O  0.98  3.54  1.92  0.047
C  1.67  3.96  3.01  0.571
O  2.77  4.40  2.97  -0.595
O  0.91  3.72  4.09  -0.106
C  1.69  3.80  5.28  -0.868
H  0.42  5.79  0.60  0.345
H  -0.38  4.42  -0.26  0.249
H  1.07  5.10  -0.95  0.433
H  2.48  4.25  0.77  0.461
H  1.58  3.05  0.04  -0.339
H  2.42  4.60  5.28  0.384
H  2.19  2.84  5.55  0.279
H  0.98  3.94  6.11  0.244
C  6.95  -5.05  0.69  -0.384
C  6.98  -4.64  -0.77  -0.320
O  5.78  -4.93  -1.43  -0.449
C  4.81  -4.04  -1.43  0.675
O  4.82  -2.95  -0.85  -0.376
O  3.73  -4.56  -2.09  -0.404
C  2.64  -3.65  -2.19  -0.415
H  7.99  -5.21  1.12  0.378
H  6.48  -6.00  0.59  0.413
H  6.32  -4.40  1.30  -0.470
H  7.71  -5.22  -1.34  0.318
H  7.11  -3.59  -0.84  0.321
H  2.78  -2.75  -2.74  0.423
H  2.27  -3.24  -1.24  -0.020
H  1.78  -4.25  -2.51  0.233
C  -5.67  -1.61  -0.87  -0.848
C  -5.27  -2.83  -0.10  0.384
O  -4.47  -3.88  -0.82  -0.474
C  -3.15  -3.64  -1.00  0.471
O  -2.49  -2.70  -0.61  -0.212
O  -2.70  -4.70  -1.64  -0.429
C  -1.34  -4.69  -1.88  -0.257
H  -4.78  -0.92  -0.71  0.018
H  -6.50  -1.01  -0.49  0.486
H  -5.83  -1.78  -1.95  0.330
H  -6.12  -3.47  0.04  0.315
H  -4.78  -2.69  0.83  -0.257
H  -0.80  -4.74  -0.93  0.034
H  -1.08  -3.78  -2.42  0.160
H  -1.23  -5.61  -2.44  0.301
C  -2.58  1.51  3.39  0.188
C  -3.56  2.19  4.32  -0.658
O  -3.66  3.60  3.97  -0.318
C  -3.22  4.51  4.84  0.829
O  -2.85  4.28  5.99  -0.613
O  -3.11  5.71  4.28  -0.319
C  -2.59  6.76  5.10  -0.620
H  -3.02  1.58  2.39  0.278
H  -2.41  0.48  3.71  -0.178
H  -1.62  2.03  3.47  0.013
H  -3.30  2.06  5.35  0.473
H  -4.62  1.76  4.19  0.211
H  -1.63  6.51  5.52  0.236
H  -3.28  6.81  5.97  0.306
H  -2.70  7.70  4.55  0.229
C  1.78  -2.79  2.93  0.232
C  2.72  -3.10  1.76  -0.056
O  2.09  -4.10  0.91  -0.114
S  1.11  -5.02  1.82  1.046
O  1.61  -6.30  2.10  -0.662
O  -0.21  -4.97  1.25  -0.599
O  1.06  -4.06  3.12  -0.428
H  0.92  -2.10  2.80  -0.282
H  2.36  -2.53  3.81  0.579
H  3.62  -3.50  2.20  0.386
H  3.01  -2.22  1.10  -0.297
C  -2.37  -1.86  2.55  0.923
C  -2.20  -3.13  3.32  0.112
O  -3.29  -3.05  4.27  -0.384
S  -4.44  -2.04  3.85  1.088
O  -4.45  -1.02  4.83  -0.556
O  -5.66  -2.72  3.50  -0.589
O  -3.82  -1.67  2.50  -0.308
H  -1.94  -1.83  1.57  -0.704
H  -1.93  -0.96  3.03  -0.320
H  -1.22  -3.28  3.84  0.153
H  -2.24  -3.97  2.67  0.380
C  4.21  2.05  -1.37  0.416
C  4.73  0.64  -1.71  -0.182
O  3.75  0.19  -2.65  -0.112
S  3.46  1.41  -3.64  1.069
O  2.09  1.25  -4.14  -0.535
O  4.57  1.48  -4.53  -0.602
O  3.49  2.54  -2.56  -0.306
H  4.98  2.75  -1.07  0.442
H  3.45  2.02  -0.59  -0.494
H  4.81  0.00  -0.85  0.007
H  5.76  0.70  -2.15  0.305
C  -3.85  5.11  -5.06  -0.485
C  -2.72  4.19  -5.70  -0.208
O  -2.34  3.21  -4.55  -0.255
S  -2.60  3.92  -3.20  1.107
O  -1.52  4.83  -2.86  -0.577
O  -2.95  2.96  -2.21  -0.499
O  -3.98  4.60  -3.66  -0.338
H  -4.79  5.10  -5.56  0.355
H  -3.50  6.11  -5.08  0.361
H  -1.79  4.66  -5.94  0.346
H  -3.15  3.53  -6.41  0.159
C  -1.40  0.17  -1.63  1.527
C  -0.45  -0.39  -2.68  -0.294
O  0.44  -1.20  -1.88  -0.118
S  0.61  -0.62  -0.41  -0.389
O  1.86  0.09  -0.26  -0.254
O  0.26  -1.66  0.52  0.337
O  -0.49  0.47  -0.48  -0.035
H  -2.10  -0.62  -1.23  -0.671
H  -1.95  1.05  -1.94  -0.208
H  0.18  0.36  -3.15  0.140
H  -0.91  -0.93  -3.54  0.346

(2)
The following is a quantum chemistry calculation of C34H69AlBr2Cl4CsMgN4O9PS2 as an isolated structure, from OMol25.

The molecular weight is 1258.87 g/mol. As for the total charge: +2. The total energy comes out at -10821.22132 Ha. The spin multiplicity is 1.

Last column: Mulliken charge in e.
Geometry (Å):
C  4.94  0.84  3.44  -1.166
C  6.21  0.26  2.79  -0.290
C  5.77  -0.95  1.88  -0.863
C  5.82  -0.64  0.32  -0.083
C  4.81  0.56  0.06  -1.065
C  4.71  1.01  -1.51  -2.474
C  3.44  1.86  -1.86  0.706
C  3.59  3.41  -1.75  0.276
C  2.33  3.96  -1.10  -0.123
C  2.47  5.31  -0.39  1.372
C  1.55  5.51  0.75  -1.069
C  0.28  5.94  0.06  1.715
C  -0.76  6.51  0.94  -1.150
C  -2.18  6.46  0.36  -1.112
C  -3.25  6.75  1.41  -0.999
C  -3.92  5.53  2.08  -1.194
C  -3.19  4.21  1.90  -0.003
C  -4.00  3.08  2.57  -0.945
S  -3.79  1.51  1.70  0.054
C  -4.57  0.24  2.72  -0.533
C  -4.09  -1.17  2.33  -0.375
C  -5.24  -2.18  2.28  -0.950
C  -4.82  -3.39  1.44  -0.895
N  -5.17  -3.27  0.01  0.050
C  -4.05  -2.75  -0.79  -1.195
C  -5.47  -4.63  -0.43  0.685
C  -4.42  -5.49  -1.10  -1.195
O  -6.58  -5.07  -0.24  -0.534
S  -1.65  1.22  1.69  1.164
C  -1.12  2.16  0.27  -0.660
O  -1.11  1.78  2.90  -0.644
O  -1.30  -0.14  1.48  -0.530
H  5.14  1.86  3.79  0.243
H  4.65  0.17  4.26  0.366
H  4.12  0.86  2.72  0.513
H  6.88  -0.10  3.56  0.453
H  6.70  1.05  2.22  0.137
H  6.36  -1.81  2.15  0.326
H  4.74  -1.18  2.14  0.430
H  5.52  -1.54  -0.19  0.017
H  6.88  -0.43  0.07  0.396
H  3.84  0.24  0.44  0.349
H  5.17  1.47  0.63  0.637
H  4.65  0.10  -2.10  0.323
H  5.62  1.59  -1.86  0.847
H  2.64  1.54  -1.18  -0.227
H  3.10  1.62  -2.85  0.691
H  4.58  3.72  -1.21  -0.968
H  3.70  3.81  -2.76  0.473
H  2.04  3.27  -0.30  0.089
H  1.54  3.98  -1.85  0.273
H  2.21  6.20  -1.02  -1.613
H  3.52  5.38  -0.11  0.526
H  1.44  4.66  1.42  0.345
H  1.89  6.33  1.39  0.307
H  -0.14  5.13  -0.55  0.111
H  0.52  6.76  -0.61  -1.108
H  -0.75  6.05  1.94  0.386
H  -0.38  7.57  0.99  0.420
H  -2.35  5.56  -0.23  0.543
H  -2.21  7.28  -0.35  0.633
H  -4.05  7.29  0.91  0.355
H  -2.82  7.45  2.12  0.420
H  -4.03  5.77  3.14  0.268
H  -4.92  5.42  1.68  0.511
H  -3.16  3.97  0.84  0.253
H  -2.20  4.17  2.34  0.321
H  -3.69  2.93  3.60  0.497
H  -5.06  3.30  2.56  0.694
H  -4.43  0.48  3.77  0.501
H  -5.63  0.34  2.53  0.594
H  -3.67  -1.11  1.33  -0.040
H  -3.28  -1.47  2.99  0.407
H  -6.18  -1.74  1.94  0.578
H  -5.36  -2.55  3.30  0.169
H  -3.74  -3.51  1.56  0.313
H  -5.27  -4.28  1.87  0.686
H  -3.09  -3.18  -0.51  0.402
H  -3.96  -1.67  -0.68  0.215
H  -4.27  -2.92  -1.83  0.408
H  -3.41  -5.32  -0.75  0.333
H  -4.44  -5.26  -2.16  0.366
H  -4.67  -6.53  -1.01  0.362
H  -1.98  2.48  -0.30  0.498
H  -0.52  1.48  -0.33  0.322
H  -0.57  3.01  0.65  -0.029
N  1.27  -1.78  -3.34  0.197
C  1.03  -0.47  -3.00  -0.707
C  0.70  0.21  -4.14  -0.175
C  0.73  -0.73  -5.21  -0.969
C  1.08  -1.94  -4.69  -0.435
H  1.53  -2.50  -2.70  0.163
H  1.11  -0.14  -1.97  0.599
H  0.45  1.25  -4.21  0.463
H  0.52  -0.53  -6.25  0.448
H  1.21  -2.91  -5.15  0.454
Br  0.03  9.01  -0.58  -0.445
Mg  2.02  7.75  -1.98  0.951
Br  5.90  4.91  -1.20  -0.941
C  1.99  -5.73  -4.87  0.762
O  1.00  -5.02  -4.99  -0.680
N  2.09  -6.97  -5.38  -0.350
N  3.09  -5.26  -4.18  -0.234
H  2.90  -7.55  -5.28  0.144
H  1.29  -7.32  -5.90  0.212
H  3.01  -4.34  -3.81  0.021
H  3.93  -5.78  -4.03  0.137
O  0.86  -7.53  -10.41  -0.473
P  0.96  -7.12  -8.95  0.944
O  -0.06  -7.85  -8.08  -0.494
O  0.70  -5.63  -8.81  -0.420
O  2.37  -7.48  -8.49  -0.443
C  -5.18  -5.15  6.07  -1.032
C  -4.62  -3.74  6.12  -0.164
O  -5.59  -2.77  5.74  -0.514
H  -5.54  -5.37  5.06  0.250
H  -4.43  -5.88  6.35  0.333
H  -6.03  -5.25  6.75  0.336
H  -3.78  -3.64  5.43  0.213
H  -4.26  -3.51  7.13  0.342
H  -6.34  -2.84  6.35  0.284
Cs  6.65  2.39  -0.34  1.157
Al  3.38  2.15  5.14  0.806
C  4.32  -4.61  0.27  0.301
Cl  5.95  -4.10  0.73  -0.088
Cl  4.33  -6.30  -0.18  -0.060
Cl  3.23  -4.36  1.65  -0.121
Cl  3.76  -3.64  -1.09  -0.065

(3)
The following is a quantum chemistry calculation of a 4-piece molecular cluster, C34H69N3O11 overall, from OMol25.

The molecular weight is 695.94 g/mol. The total energy comes out at -2328.61921 Ha. The spin multiplicity is 1.

Last column: Mulliken charge in e.
Geometry (Å):
C  3.12  0.20  -0.40  -1.172
C  3.62  1.65  -0.49  0.680
C  3.15  2.53  0.68  -1.442
C  1.80  3.18  0.42  0.011
N  1.83  4.15  -0.68  -0.174
C  0.72  4.14  -1.58  -1.010
O  -0.55  4.05  -0.90  -0.069
C  -0.86  5.11  -0.10  0.403
O  -0.53  6.24  -0.38  -0.627
C  -1.61  4.72  1.14  -0.466
C  -2.79  3.76  0.90  -0.733
C  -2.36  2.30  0.88  1.446
C  -3.50  1.26  0.75  -1.035
C  -4.59  1.56  -0.28  -0.406
N  -4.25  0.99  -1.59  -0.501
C  0.80  2.98  -2.54  0.743
C  1.81  2.97  -3.50  -0.556
C  1.91  1.89  -4.35  -0.284
C  1.00  0.85  -4.22  -0.659
N  0.02  0.84  -3.32  -0.607
C  -0.07  1.89  -2.51  0.098
H  2.26  0.03  -1.05  0.216
H  2.83  -0.06  0.62  0.343
H  3.90  -0.50  -0.71  0.291
H  4.70  1.67  -0.57  0.435
H  3.22  2.09  -1.41  -0.579
H  3.90  3.29  0.93  0.473
H  3.03  1.89  1.56  0.359
H  1.49  3.69  1.34  0.375
H  1.07  2.40  0.21  -0.022
H  2.02  5.08  -0.35  0.402
H  0.75  5.08  -2.14  0.683
H  -0.88  4.21  1.78  0.049
H  -1.93  5.64  1.61  0.373
H  -3.49  3.89  1.73  0.385
H  -3.32  4.05  0.00  0.425
H  -1.62  2.10  0.11  -0.648
H  -1.87  2.10  1.83  -0.443
H  -3.04  0.33  0.42  0.482
H  -3.96  1.05  1.72  0.344
H  -5.51  1.07  0.05  0.033
H  -4.83  2.63  -0.33  0.355
H  -3.41  1.39  -1.97  0.090
H  -5.01  1.12  -2.24  0.246
H  2.51  3.79  -3.56  0.381
H  2.69  1.83  -5.10  0.565
H  1.08  -0.02  -4.86  0.491
H  -0.87  1.88  -1.78  0.236
C  -0.27  -1.14  3.19  -0.653
O  0.32  -0.26  4.11  -0.394
C  -0.25  1.03  4.11  0.243
C  -0.31  1.64  5.49  -0.544
O  -1.29  1.07  6.34  -0.471
C  -1.04  -0.21  6.90  -0.311
C  0.00  -0.22  8.00  -0.572
O  1.31  -0.10  7.48  -0.257
C  2.20  0.55  8.35  -0.786
H  -0.06  -0.85  2.15  0.235
H  0.14  -2.13  3.36  0.317
H  -1.36  -1.18  3.32  0.274
H  -1.27  1.00  3.70  0.097
H  0.36  1.69  3.47  0.062
H  -0.62  2.68  5.37  0.402
H  0.68  1.64  5.96  0.161
H  -0.79  -0.94  6.13  0.118
H  -1.99  -0.50  7.35  0.398
H  -0.08  -1.17  8.54  0.405
H  -0.21  0.60  8.70  0.354
H  1.81  1.52  8.68  0.345
H  3.13  0.73  7.80  0.234
H  2.43  -0.06  9.23  0.321
C  -7.58  -1.67  -0.39  -0.158
O  -6.94  -2.89  -0.13  -0.300
C  -5.70  -3.05  -0.80  -0.412
C  -4.70  -3.79  0.07  -0.414
O  -4.17  -3.03  1.14  -0.370
C  -4.99  -2.76  2.26  -0.241
C  -5.28  -3.94  3.15  -0.759
O  -6.23  -4.82  2.58  -0.263
C  -6.05  -6.16  2.95  -0.783
H  -7.95  -1.61  -1.42  0.342
H  -8.43  -1.58  0.29  0.260
H  -6.90  -0.82  -0.22  -0.199
H  -5.28  -2.07  -1.07  0.208
H  -5.86  -3.63  -1.72  0.386
H  -3.84  -4.02  -0.56  0.401
H  -5.12  -4.74  0.41  0.157
H  -5.92  -2.27  1.96  0.120
H  -4.42  -2.04  2.85  0.413
H  -5.67  -3.57  4.11  0.412
H  -4.34  -4.47  3.35  0.365
H  -5.03  -6.50  2.77  0.343
H  -6.73  -6.76  2.34  0.235
H  -6.29  -6.32  4.01  0.325
C  4.55  -0.10  -3.48  -1.108
O  5.06  -0.37  -4.77  -0.321
C  6.40  0.06  -4.95  -0.553
C  7.17  -0.89  -5.83  -0.411
O  7.50  -2.12  -5.22  -0.448
C  6.48  -3.09  -5.05  -0.184
C  6.05  -3.78  -6.32  -0.603
O  5.23  -2.94  -7.12  -0.241
C  5.35  -3.19  -8.50  -0.788
H  4.41  0.98  -3.33  0.438
H  3.58  -0.59  -3.41  0.384
H  5.20  -0.50  -2.70  0.483
H  6.91  0.14  -3.98  0.360
H  6.40  1.05  -5.42  0.345
H  8.13  -0.42  -6.04  0.405
H  6.66  -1.04  -6.78  0.169
H  5.62  -2.68  -4.52  0.007
H  6.93  -3.86  -4.41  0.401
H  5.48  -4.68  -6.05  0.393
H  6.94  -4.09  -6.88  0.347
H  6.40  -3.16  -8.82  0.342
H  4.80  -2.40  -9.02  0.229
H  4.92  -4.15  -8.77  0.328